Entry 1:
{
  "formula": "C43H61As2BN10S5W",
  "method": "ωB97M-V with the def2-TZVPD basis set",
  "species": ["H", "H", "N", "H", "As", "H", "H", "C", "N", "N", "H", "C", "C", "H", "C", "C", "C", "H", "H", "C", "C", "H", "H", "N", "C", "C", "C", "C", "H", "N", "C", "C", "H", "H", "H", "H", "H", "H", "H", "C", "H", "H", "C", "N", "H", "H", "C", "H", "C", "H", "C", "C", "H", "H", "H", "C", "C", "H", "H", "H", "C", "C", "H", "H", "H", "N", "H", "N", "C", "H", "H", "C", "H", "H", "H", "C", "H", "C", "H", "C", "C", "C", "H", "S", "C", "S", "S", "C", "C", "H", "C", "H", "As", "C", "H", "H", "W", "N", "H", "B", "H", "H", "C", "H", "N", "H", "H", "H", "C", "H", "H", "H", "C", "C", "H", "C", "H", "H", "C", "H", "S", "C", "S"],
  "positions_angstrom": [[-1.08, -2.00, 5.99], [1.22, -2.18, -5.82], [-0.10, -1.39, 1.54], [4.86, -0.85, 2.39], [0.09, -0.36, -4.42], [2.96, -1.50, 4.46], [-5.29, 2.06, 3.11], [-3.18, 2.82, 3.12], [1.23, 0.62, 0.86], [2.10, -2.14, -2.77], [1.26, 1.83, -4.49], [-2.09, 3.02, 4.14], [1.74, 1.82, -1.86], [0.87, -0.67, -6.75], [3.59, 0.51, 1.40], [2.41, -0.05, 0.81], [2.50, -3.43, -3.02], [4.00, 4.57, 2.44], [-4.76, 2.79, 4.62], [0.38, -1.93, 3.68], [-2.25, -0.08, -6.12], [-0.16, 2.11, -1.18], [0.10, -5.82, 2.68], [1.13, 1.85, 1.22], [0.87, 4.58, 1.02], [-0.76, -4.38, -4.45], [-3.52, -2.26, -4.98], [3.38, 1.83, 1.83], [5.04, -0.82, 0.64], [0.16, -1.01, 2.76], [0.85, -1.53, 5.08], [-3.57, 4.22, 2.54], [0.65, 3.58, 3.63], [-1.77, 0.75, -6.59], [-5.13, -1.86, -6.33], [3.07, 5.82, 1.63], [0.86, 3.48, -1.11], [4.19, 2.37, 2.25], [0.02, 1.67, -5.76], [-0.01, -3.74, 2.18], [-4.74, 0.18, -1.61], [-2.74, 4.68, 2.00], [2.32, -1.99, 5.21], [-1.54, 1.30, 1.78], [4.90, 0.98, -3.21], [-3.51, -3.03, -1.94], [4.24, -1.81, -3.63], [0.58, 5.56, 1.42], [3.13, -1.25, -3.05], [1.24, 4.74, 0.02], [3.26, 4.74, 1.65], [-0.08, -5.19, 1.82], [0.10, -3.33, 6.11], [0.28, -1.90, 7.11], [-1.25, 3.56, 3.74], [-2.86, -3.79, -2.37], [-4.15, -1.55, -5.99], [-4.01, -3.13, -4.56], [5.68, 0.50, 1.61], [2.34, -0.76, -5.74], [0.23, 1.51, -4.70], [4.86, -0.20, 1.50], [0.50, -4.03, 4.17], [-3.40, -4.38, -3.11], [-4.03, 1.65, -2.28], [1.80, -4.54, -2.73], [-0.55, -5.29, -3.87], [0.72, 2.55, -1.43], [-1.64, -0.80, -5.11], [-1.71, 2.07, 4.56], [3.70, 4.46, 0.68], [-0.02, -2.24, 6.12], [2.38, 3.74, 4.04], [1.42, 5.18, 3.66], [-4.44, 4.18, 1.87], [-3.67, 1.81, 0.89], [-0.02, 3.95, 0.97], [1.58, 4.12, 3.40], [1.20, -4.49, -1.93], [-3.42, 1.23, -0.25], [-3.51, -0.45, -6.56], [-4.43, 2.16, 3.79], [-1.60, -4.55, -5.11], [-0.44, -3.11, -0.50], [0.29, -3.31, 3.39], [3.28, 2.56, -2.24], [-1.79, -0.08, -1.89], [-2.16, 0.63, -0.37], [3.88, 1.07, -2.81], [-5.33, 1.76, -1.09], [-4.44, 1.20, -1.37], [2.43, -3.07, 5.10], [-1.38, -2.94, -3.29], [2.95, 0.13, -2.68], [0.12, -4.11, -5.04], [-4.63, 2.25, 1.06], [0.31, -1.23, -1.82], [1.72, 0.53, -2.09], [-3.84, 4.88, 3.37], [-0.07, -0.19, 0.51], [5.16, -1.33, -3.97], [-2.50, 3.60, 4.97], [-0.18, -2.68, 1.18], [-3.99, 0.11, -7.35], [-1.31, 0.65, 0.63], [-0.49, 2.05, -4.10], [2.22, -5.42, -2.88], [-4.20, 1.17, 4.19], [-2.74, 1.91, 1.87], [-2.51, -4.45, -1.58], [-1.05, -5.45, 1.42], [0.67, -5.43, 1.06], [-2.29, -1.87, -4.56], [1.30, -1.08, -5.82], [2.70, -1.71, 6.20], [0.75, 0.00, 5.30], [1.14, 0.25, 6.30], [-0.29, 0.32, 5.27], [1.95, 3.98, 1.92], [1.32, 0.56, 4.55], [4.05, -3.52, -3.74], [2.13, 2.49, 1.63], [2.28, -1.60, -0.04]],
  "lowdin_charge": [0.1017, 0.0387, -0.0499, 0.1156, 1.1205, 0.0796, 0.0869, -0.4906, -0.0256, -0.1854, 0.0432, -0.0482, -0.6805, 0.0563, -0.2025, -0.4570, -0.6449, 0.0930, 0.1023, -0.1331, -0.0614, 0.0851, 0.1062, 0.1454, -0.0414, -0.2104, -0.0855, 0.1336, 0.0781, 0.1989, -0.5290, -0.0212, 0.0630, 0.1081, 0.1347, 0.1117, 0.0682, 0.1309, 0.0538, -0.2073, 0.0923, 0.0866, -0.0133, 0.2362, 0.1236, 0.0505, -0.2843, 0.1154, -0.4225, 0.0707, -0.0315, -0.0174, 0.0858, 0.1072, 0.0495, -0.2550, -0.0044, 0.1087, 0.1051, 0.0454, -0.2282, -0.0174, 0.1488, 0.0520, 0.0907, 0.1243, 0.0463, 0.1758, -0.4452, 0.0810, 0.0872, -0.0245, 0.0991, 0.1127, 0.0871, 0.0323, 0.0673, -0.0117, 0.0375, -0.2274, -0.0051, -0.0174, 0.0528, 0.6695, 0.0708, 1.1622, 0.7509, -0.5259, -0.2980, 0.1043, -0.0166, 0.0916, 1.0495, -0.3940, 0.0330, 0.1408, 0.8496, -0.1172, 0.1072, -0.5873, 0.1074, 0.1081, -0.5161, 0.1342, 0.0043, 0.0415, 0.1229, 0.0956, -0.1052, 0.0147, 0.0945, 0.0889, -0.4912, -0.1784, 0.1075, -0.0342, 0.1058, 0.0721, -0.5273, 0.0706, 1.1839, -0.2025, 0.8643],
  "total_charge": 4,
  "e_above_lowest_kcal_mol": 46.8,
  "orbital_gap_ev": 5.6,
  "multiplicity": 1
}



Entry 2:
{
  "formula": "C43H61AuN4Si2",
  "method": "ωB97M-V with the def2-TZVPD basis set",
  "species": ["H", "Si", "H", "H", "C", "H", "H", "H", "H", "H", "C", "C", "H", "C", "C", "H", "H", "H", "N", "H", "H", "H", "C", "C", "C", "C", "H", "C", "H", "H", "C", "H", "C", "C", "Si", "H", "H", "C", "H", "H", "C", "C", "Au", "C", "H", "H", "C", "C", "H", "H", "H", "H", "C", "C", "H", "H", "C", "H", "H", "C", "H", "H", "H", "H", "C", "N", "C", "C", "H", "H", "H", "C", "C", "C", "C", "H", "H", "H", "H", "H", "H", "H", "C", "H", "H", "C", "C", "N", "H", "C", "H", "H", "C", "C", "C", "H", "H", "C", "C", "H", "C", "H", "H", "C", "H", "C", "H", "C", "N", "H", "H"],
  "positions_angstrom": [[-4.94, 0.65, 0.72], [-1.20, -3.12, -1.15], [0.40, 5.72, 2.52], [-1.27, -3.47, 1.35], [2.94, -3.79, -3.01], [-4.73, 2.36, -2.82], [0.17, -0.55, -3.69], [-3.63, 2.09, -5.00], [0.99, 1.38, -2.13], [2.06, 2.95, -0.83], [3.17, -1.93, 2.79], [-0.93, 1.74, -2.97], [-3.11, -0.57, 4.61], [-0.04, 2.45, 1.62], [0.70, -2.10, 2.86], [-3.86, 1.09, 3.19], [-3.57, -0.07, -0.15], [-3.42, -2.80, -2.25], [0.26, -2.16, -1.15], [1.07, -3.70, 0.73], [0.72, 3.45, 3.36], [3.18, -0.94, 3.25], [-2.43, -2.39, -2.42], [0.31, 3.60, 2.37], [4.56, 1.32, -2.21], [0.09, 1.21, 2.32], [-2.75, 1.60, 5.54], [-1.87, 1.03, 5.22], [-2.27, 1.48, 2.54], [3.58, 3.33, -0.04], [-0.40, -3.16, 4.73], [4.33, 0.40, 1.72], [-1.20, -1.02, 3.91], [-2.95, 2.05, -1.68], [3.54, 0.92, -0.63], [3.10, -4.66, -3.64], [4.67, -1.26, -1.61], [-4.76, 3.19, -0.30], [-4.37, 4.12, -0.70], [-1.95, -1.92, 0.93], [0.14, 4.87, 1.90], [-3.67, 2.17, -2.86], [-0.04, -0.23, -0.43], [-2.29, 0.01, 4.16], [3.21, -2.67, 3.59], [-2.89, -3.39, 0.68], [2.01, -3.45, 1.20], [-0.73, 3.99, -0.15], [-5.67, 2.94, -0.85], [2.30, -4.26, 1.87], [-0.48, -3.99, 5.43], [-2.50, -1.31, -2.33], [-2.89, 0.67, 2.92], [0.84, 0.27, -3.96], [4.14, 0.84, -3.09], [-3.01, 2.24, 0.45], [4.03, -3.00, -2.63], [-1.13, 1.73, 4.85], [-5.00, 0.46, -1.04], [1.44, -2.38, -1.73], [1.82, -1.30, 1.23], [-1.90, -5.51, -1.05], [2.28, 2.59, -3.86], [-1.14, 4.13, -1.14], [-0.55, 2.65, 0.29], [-0.13, 0.00, 1.95], [-0.40, 5.06, 0.63], [1.21, 2.75, -3.75], [4.57, 2.39, -2.40], [-1.46, 0.52, 6.09], [-0.54, 6.07, 0.25], [1.90, -2.12, 1.95], [2.54, -1.46, -1.48], [-1.69, 1.83, -4.13], [-1.25, -2.09, 4.81], [0.37, 1.36, 3.37], [-1.20, 1.74, -5.08], [2.31, 2.53, 0.86], [1.26, -3.99, 3.69], [5.26, -0.53, 0.57], [2.76, -3.37, 0.42], [-1.05, -5.23, -2.55], [-3.05, 2.04, -4.09], [5.60, 1.01, -2.13], [0.85, -4.11, -2.83], [4.80, 0.44, 0.74], [-3.72, 2.08, -0.37], [-0.87, 1.63, -0.51], [0.79, 2.94, -4.74], [0.57, -3.16, 3.76], [-3.02, -0.07, 2.14], [4.04, -2.06, 2.16], [3.83, -1.87, -1.88], [-4.35, 0.69, -0.19], [-0.20, -1.02, 2.91], [-2.14, -2.62, -3.43], [-5.05, 3.36, 0.74], [-1.05, -5.00, -1.49], [2.78, 2.58, -0.11], [-1.99, -2.07, 5.59], [-1.89, -2.96, 0.62], [0.73, 0.47, -5.02], [-0.15, -5.42, -1.05], [1.68, -3.49, -2.56], [5.03, -3.26, -2.94], [-1.56, 1.83, -1.72], [1.86, -0.08, -3.78], [0.56, 1.52, -3.12], [2.31, -0.28, -0.92], [5.59, 1.17, 0.79], [1.06, 3.63, -3.13]],
  "lowdin_charge": [0.0720, 0.4682, 0.0935, 0.0226, -0.0495, 0.1078, 0.0692, 0.0995, 0.0570, 0.0188, -0.0533, -0.1588, 0.1254, -0.1910, -0.1555, 0.0880, 0.0586, 0.0303, -0.1004, 0.0561, 0.1104, 0.0786, -0.1545, -0.0659, -0.1670, -0.1242, 0.0800, -0.0496, 0.0580, 0.0401, -0.0704, 0.0078, -0.1273, -0.1558, 0.4903, 0.1113, 0.0836, -0.0615, 0.0816, -0.0121, -0.1045, -0.0449, 1.0016, -0.3643, 0.0799, 0.0351, -0.0511, -0.0192, 0.0706, 0.0817, 0.1033, 0.0058, -0.0584, -0.0559, 0.0136, 0.1066, -0.0512, 0.0605, 0.0819, -0.3163, 0.0803, 0.0311, 0.0666, 0.1149, -0.2714, 0.0409, -0.0751, -0.0499, 0.0246, 0.0792, 0.1051, -0.3675, -0.3268, -0.0472, -0.0499, 0.1260, 0.1067, 0.0118, 0.1066, 0.0168, 0.0738, 0.0219, -0.0728, 0.0258, 0.0842, -0.1567, -0.3655, -0.0761, 0.0759, -0.0544, 0.0653, 0.0697, -0.0379, -0.0579, -0.1747, 0.0240, 0.0754, -0.1786, -0.1438, 0.1125, -0.1580, 0.0793, 0.0246, -0.0188, 0.1117, -0.2159, 0.0618, -0.3931, -0.0226, 0.0320, 0.0794],
  "total_charge": 0,
  "orbital_gap_ev": [4.6, 4.6],
  "multiplicity": 1
}